No. 1
A molecular structure, C22H25MgN3. Source: OMol25; level of theory: ωB97M-V/def2-TZVPD.

Computed properties:
Max |F| = 0.180 eV Å⁻¹
HOMO-LUMO gap (alpha / beta) = 6.73 / 5.08 eV
Lowest unoccupied orbital energy (alpha / beta) = 0.01 / 0.02 eV

ORCA input file:
```
! wB97M-V def2-TZVPD RIJCOSX def2/J DEFGRID3
* xyz 0 1
C -3.2300 2.5742 1.5151
H -3.6732 -1.9884 -2.8328
C 0.7505 0.3001 3.9518
C -3.0483 2.2727 2.8817
H 2.3741 1.9820 -2.7308
C 4.3375 -0.3965 -1.9388
H -0.7114 -3.3246 -0.9741
H -0.8724 -3.2779 -2.7341
C 3.0527 -0.3308 0.4670
H 5.8848 -1.4990 -0.9402
H 0.1413 0.5173 4.8181
H -0.1419 -0.9219 -2.7823
H 4.8232 -0.3964 -2.9048
H -3.3602 2.9021 -1.0895
H 4.7160 -1.4397 1.2505
H -1.7644 1.3843 4.3256
H -3.7983 2.5610 3.6070
C 2.8342 -0.4469 2.9836
C -2.7957 -1.3362 -2.8836
C -1.8399 -1.6155 -1.7140
C 2.0048 -0.2130 4.1142
H -2.9792 -0.3915 -0.3134
C 0.2658 0.5743 2.6504
C -2.2641 2.1861 0.6188
N 1.0444 0.2363 1.5750
C 4.9271 -1.0044 -0.8416
H -3.4440 -2.0930 -0.3165
H 1.3923 0.5471 -3.0255
H 2.9432 0.7508 -3.8643
H -1.9381 -1.5918 0.4603
H -2.2514 -3.7602 -1.7319
C 4.2835 -0.9702 0.3799
C -2.5939 -1.4100 -0.3970
H -1.6272 3.2506 -1.1201
C 2.2989 -0.2042 1.7462
N 2.4707 0.2265 -0.6065
H -3.1445 -0.3015 -2.8705
C 3.1009 0.2118 -1.7888
N -1.1512 1.5191 0.9913
C -0.9512 1.2407 2.3248
H 2.3840 -0.4118 5.1077
C 2.4162 0.9082 -2.9255
C -0.6182 -0.7270 -1.8123
H -2.1935 1.6137 -1.4495
C -2.3772 2.5047 -0.8438
H 3.8545 -0.7761 3.1082
H -4.1079 3.1008 1.1692
Mg 0.1866 0.4380 -0.2640
C -1.3924 -3.0850 -1.7933
C -1.9204 1.6202 3.2827
H -2.2970 -1.5090 -3.8398
*
```

---

No. 2
A molecular structure, C37H21MgN5O5S in a non-equilibrium geometry. Source: OMol25; level of theory: ωB97M-V/def2-TZVPD.

Computed properties:
Max |F| = 1.785 eV Å⁻¹
HOMO-LUMO gap (alpha / beta) = 2.16 / 1.64 eV
Lowest unoccupied orbital energy (alpha / beta) = 2.38 / 2.13 eV

ORCA input file:
```
! wB97M-V def2-TZVPD RIJCOSX def2/J DEFGRID3
* xyz -2 1
C 4.4172 -4.6933 -1.7839
H -4.1408 4.4687 2.5052
H 3.0489 1.0487 2.5721
C 3.3736 -2.1588 -1.1288
C -3.0804 -2.7503 0.7984
C -4.1662 -4.8035 0.3670
C 3.5880 0.3069 -0.4175
H 5.2625 -0.7857 0.3739
N -4.2511 5.8670 0.2141
C 2.4366 -0.9154 3.2172
C 0.9478 0.6937 2.2971
N -0.1018 -0.1201 2.4000
Mg -1.9369 -0.4846 -0.2150
H 0.7568 1.6669 1.8528
C -2.4282 1.9343 -3.9872
C -3.0202 1.2859 2.1464
C 0.1810 -0.5943 -0.7043
H 3.2757 3.6920 -0.2093
H 5.4944 3.4572 0.8813
C -3.5497 3.5487 0.6613
C -3.0641 2.3482 0.0999
H -0.7686 -1.9729 2.9573
C 3.7236 2.7120 -0.0955
C -3.9947 -4.0671 -0.9450
C -3.7991 4.6751 -0.1945
H -3.6781 2.4192 3.8578
C -3.5643 -3.9538 1.4620
C 5.1868 -3.5494 -1.9569
C 2.7906 -0.8561 -0.8087
H 6.4720 1.1988 1.1619
C 0.1054 -1.3312 2.9142
C -3.0996 3.3440 -2.1610
C -3.3138 -2.8157 -0.6035
O -4.3762 -4.4539 -2.0378
N -3.8502 5.6884 -2.2858
H 2.0634 1.6907 -0.9959
C -2.8429 2.2453 -1.3115
O -2.9475 -1.8625 -1.3646
H 5.2747 -1.4200 -1.8155
C -2.8716 3.1498 -3.5342
H 2.5002 -5.4463 -1.1759
C 3.0454 1.5954 -0.5491
H 1.4693 -2.7771 3.7171
H 1.5883 -3.2229 -0.6204
C 2.2294 0.3529 2.7001
C -3.5108 2.4354 2.7890
H -2.7936 0.3749 2.6846
S -4.3604 6.7998 -1.1593
C -3.5746 4.5733 -1.5950
C 2.6032 -3.3225 -0.9854
C 1.3556 -1.7734 3.3283
C 5.5152 1.3163 0.6658
C 1.4082 -0.7185 -0.7993
H -2.2527 1.7611 -5.0408
H 3.4296 -1.2312 3.5156
C 4.6745 -2.3025 -1.6368
O -3.5108 -4.2384 2.6515
H -1.8604 -0.0821 -3.3758
C 4.8418 0.1969 0.2048
O -4.7161 -5.8752 0.5164
N -2.4000 1.0556 -1.7753
H 6.1909 -3.6280 -2.3578
C -3.7663 3.5607 2.0486
C -2.2022 0.8978 -3.0638
C 4.9662 2.5849 0.5171
H 4.8193 -5.6677 -2.0324
O -2.5024 -1.7301 1.3090
N -2.8000 1.2503 0.8501
H -3.0588 3.9735 -4.2119
C 3.1187 -4.5661 -1.3022
*
```

---

No. 3
A molecular structure, C61H43BrF4NO5P3SY in a non-equilibrium geometry. Source: OMol25; level of theory: ωB97M-V/def2-TZVPD.

Computed properties:
Max |F| = 1.337 eV Å⁻¹
HOMO-LUMO gap = 7.26 eV
Lowest unoccupied orbital energy = -8.37 eV

ORCA input file:
```
! wB97M-V def2-TZVPD RIJCOSX def2/J DEFGRID3
* xyz 3 1
N 1.6423 -2.3211 -0.0078
Br -1.1203 1.2432 -2.4160
H 0.6653 -6.6504 2.6493
H 4.2558 -1.9288 -1.8202
H 7.0863 1.1171 -2.0799
C 2.5601 -1.3304 -3.0114
H 1.4182 2.2604 3.3617
C -0.6694 -0.9659 5.8962
C 0.5095 2.2361 3.9557
C -0.6504 -6.4928 0.9605
O 2.2302 -0.2037 1.4246
O -3.4220 -0.4156 -1.3684
H 1.6295 -2.3392 3.1379
C 0.2318 4.6549 1.7286
C -1.8949 2.0910 4.1041
C -5.1108 3.1757 0.2774
C 0.0847 -3.0233 -1.5963
C 3.7087 1.6641 -0.3141
H -2.1837 -3.6484 -0.0564
H -6.0940 3.4748 -0.0674
C 0.7443 3.4589 -0.2862
H -2.8681 -3.3652 3.5875
O -0.3913 -3.8524 -2.4719
C 2.9955 -1.1515 1.4867
H 1.3678 -3.0875 -5.6699
C -3.4475 -2.7179 2.9394
C 3.7536 0.8750 -1.4670
C 1.6139 1.3194 -3.4037
C -0.3626 -1.6715 3.6083
C 0.9826 -1.9309 3.9011
C -0.5792 2.3809 6.0976
H -2.8668 1.9989 3.6320
P -0.8088 2.0315 1.5190
C -0.0109 -4.6312 2.3605
C 0.5850 2.3671 5.3347
H 0.5114 -4.2752 3.2355
H 3.2836 -4.5423 -5.0706
C -2.7928 -1.8692 2.0399
C 4.8542 2.2588 0.1971
H -5.1835 1.2585 -0.6982
C 3.6141 -2.1746 -2.6571
C -0.0519 2.7398 -4.4548
C 0.9075 5.7593 1.2320
H -0.1928 4.6972 2.7260
C -1.5283 -4.2920 0.5235
H 1.6359 -5.4043 -1.3133
O -0.4425 -1.9308 -1.4729
C -4.9583 -1.1161 1.2328
C -4.8289 -2.7515 2.9928
H 3.6325 -5.5872 0.1243
C 1.7439 -1.6816 -4.0898
C 6.0739 2.0595 -0.4344
H -2.2186 -0.9430 4.4219
H 5.0722 0.0878 -2.9883
C 6.1380 1.2676 -1.5749
H 4.7911 2.8843 1.0808
C -5.5843 -1.9533 2.1336
C -0.7345 2.1129 3.3332
H -4.7299 5.0202 1.3146
C -3.0653 3.6825 1.4473
C 0.6579 -1.2483 6.1794
H -5.5459 -0.5196 0.5433
H 0.9723 6.6624 1.8299
P 2.1682 0.1904 -2.0698
C 1.9967 -2.8387 -4.8204
F 0.5141 4.0205 -6.3201
C 3.8692 -3.3266 -3.3933
C -3.3544 1.5619 0.3901
H 1.9038 4.5108 -1.7648
C 0.8643 3.1570 -5.4001
C 3.0768 -4.6594 0.0838
H 2.5285 -1.9648 5.3940
C 2.4905 1.7278 -4.4012
H 2.7769 1.8371 0.1935
C 1.4298 4.5581 -0.7876
C -1.8151 2.2375 5.4841
F 3.0126 2.9981 -6.2898
C -0.8025 -3.7710 1.6033
C -3.5663 -1.0679 1.2058
P -0.9763 -1.9641 1.9148
C -2.5410 2.4350 1.1097
H 0.6715 2.5773 -0.9094
C 1.9548 -4.5533 -0.7226
C 2.7219 -2.4149 0.7441
H -6.6669 -1.9939 2.1616
C 2.1388 2.6364 -5.3790
H -1.3204 -0.5907 6.6773
C 0.1337 3.4895 0.9660
H -2.4689 4.3887 2.0109
H 4.7129 -3.9569 -3.1317
H 1.0441 -1.1028 7.1827
H 0.0921 -4.6860 -2.5086
H 2.0288 6.5830 -0.4077
C -4.6164 1.9299 -0.0601
C 1.5031 5.7147 -0.0258
H 6.9722 2.5258 -0.0450
H 0.9109 -1.0469 -4.3749
C -1.1792 -1.1688 4.6182
C 1.4907 -1.7295 5.1754
H -2.0550 -6.0386 -0.6081
H -0.6072 -7.5530 0.7280
C 0.0643 -5.9847 2.0367
H 1.5500 2.4865 5.8160
H -5.3259 -3.4164 3.6914
C -1.4566 -5.6432 0.2071
C 1.2758 -3.3544 -0.7457
H 4.3685 -3.5966 1.4536
C 3.0650 -3.6581 -4.4790
F 3.7260 1.2422 -4.4682
H -0.5198 2.5099 7.1728
O 4.0915 -1.1699 2.1906
C 4.9907 0.6814 -2.0909
Y 0.1748 -0.1699 0.0179
C 0.3218 1.8371 -3.4871
C -4.3418 4.0442 1.0480
H -2.7234 2.2516 6.0784
S -2.8068 -0.0740 -0.0635
H 4.2175 -0.3218 2.6414
F -1.2900 3.2114 -4.5186
C 3.4876 -3.5635 0.8257
*
```

---

Copy entry 1 word for word.
A molecular structure, C22H25MgN3. Source: OMol25; level of theory: ωB97M-V/def2-TZVPD.

Computed properties:
Max |F| = 0.180 eV Å⁻¹
HOMO-LUMO gap (alpha / beta) = 6.73 / 5.08 eV
Lowest unoccupied orbital energy (alpha / beta) = 0.01 / 0.02 eV

ORCA input file:
```
! wB97M-V def2-TZVPD RIJCOSX def2/J DEFGRID3
* xyz 0 1
C -3.2300 2.5742 1.5151
H -3.6732 -1.9884 -2.8328
C 0.7505 0.3001 3.9518
C -3.0483 2.2727 2.8817
H 2.3741 1.9820 -2.7308
C 4.3375 -0.3965 -1.9388
H -0.7114 -3.3246 -0.9741
H -0.8724 -3.2779 -2.7341
C 3.0527 -0.3308 0.4670
H 5.8848 -1.4990 -0.9402
H 0.1413 0.5173 4.8181
H -0.1419 -0.9219 -2.7823
H 4.8232 -0.3964 -2.9048
H -3.3602 2.9021 -1.0895
H 4.7160 -1.4397 1.2505
H -1.7644 1.3843 4.3256
H -3.7983 2.5610 3.6070
C 2.8342 -0.4469 2.9836
C -2.7957 -1.3362 -2.8836
C -1.8399 -1.6155 -1.7140
C 2.0048 -0.2130 4.1142
H -2.9792 -0.3915 -0.3134
C 0.2658 0.5743 2.6504
C -2.2641 2.1861 0.6188
N 1.0444 0.2363 1.5750
C 4.9271 -1.0044 -0.8416
H -3.4440 -2.0930 -0.3165
H 1.3923 0.5471 -3.0255
H 2.9432 0.7508 -3.8643
H -1.9381 -1.5918 0.4603
H -2.2514 -3.7602 -1.7319
C 4.2835 -0.9702 0.3799
C -2.5939 -1.4100 -0.3970
H -1.6272 3.2506 -1.1201
C 2.2989 -0.2042 1.7462
N 2.4707 0.2265 -0.6065
H -3.1445 -0.3015 -2.8705
C 3.1009 0.2118 -1.7888
N -1.1512 1.5191 0.9913
C -0.9512 1.2407 2.3248
H 2.3840 -0.4118 5.1077
C 2.4162 0.9082 -2.9255
C -0.6182 -0.7270 -1.8123
H -2.1935 1.6137 -1.4495
C -2.3772 2.5047 -0.8438
H 3.8545 -0.7761 3.1082
H -4.1079 3.1008 1.1692
Mg 0.1866 0.4380 -0.2640
C -1.3924 -3.0850 -1.7933
C -1.9204 1.6202 3.2827
H -2.2970 -1.5090 -3.8398
*
```